Entry 1:
A molecular structure, C38H41N7O4PSSn. Source: OMol25; level of theory: ωB97M-V/def2-TZVPD.

Properties
- E_LUMO: 2.16 eV
- Energy relative to the best compared isomer or geometry (same formula, charge and spin): 6.7 kcal per mole
- Net charge: -1
- HOMO level: -3.11 eV

XYZ file:
```
93
Properties=species:S:1:pos:R:3:mulliken_charge:R:1
Sn -0.358 -0.083 -0.250 1.3826
N 3.487 2.991 -1.685 -0.5333
C 3.165 1.677 -1.376 0.2259
S 3.126 0.582 -2.656 -0.4748
N 3.107 1.445 -0.092 -1.1690
N 2.627 0.324 0.396 0.9940
C 2.943 0.021 1.610 -1.0130
C 2.417 -1.142 2.249 0.9798
C 2.800 -1.449 3.569 -1.0828
C 2.316 -2.588 4.167 -0.3676
C 1.462 -3.412 3.440 -1.1292
C 1.134 -3.029 2.148 0.1034
N 1.584 -1.939 1.564 0.2788
H 3.202 3.275 -2.608 0.2123
H 3.269 3.643 -0.946 0.3105
H 3.652 0.633 2.178 0.1829
H 3.473 -0.785 4.093 0.4620
H 2.596 -2.840 5.184 0.4068
H 1.061 -4.316 3.872 0.4000
H 0.470 -3.632 1.541 0.3860
C 2.128 2.569 4.407 -0.5869
C 1.350 1.489 4.789 -0.5245
C 0.226 1.148 4.059 -0.2203
C -0.121 1.888 2.940 0.4385
C 0.670 2.966 2.550 -0.4706
C 1.783 3.314 3.289 -0.6577
P -1.502 1.491 1.826 0.9365
C -2.843 2.531 2.490 -0.1885
C -2.674 3.559 3.411 -0.3323
C -3.742 4.373 3.748 -0.6588
C -4.983 4.178 3.166 -0.4993
C -5.161 3.149 2.253 -0.6174
C -4.098 2.339 1.913 -0.3553
C -2.049 -0.170 2.290 -0.3384
C -2.856 -0.452 3.382 -0.2111
C -3.266 -1.755 3.597 -0.7829
C -2.883 -2.742 2.702 -0.8189
C -2.100 -2.429 1.603 -0.3973
C -1.646 -1.138 1.362 0.2380
H 3.010 2.828 4.977 0.3341
H 1.624 0.907 5.659 0.3890
H -0.382 0.303 4.350 0.3207
H 0.405 3.507 1.652 0.3340
H 2.396 4.153 2.984 0.3757
H -1.706 3.713 3.869 0.3990
H -3.601 5.169 4.466 0.3963
H -5.808 4.829 3.420 0.3516
H -6.133 2.993 1.804 0.4061
H -4.218 1.537 1.198 0.3765
H -3.171 0.339 4.054 0.4645
H -3.892 -1.998 4.448 0.3801
H -3.218 -3.760 2.868 0.3674
H -1.848 -3.211 0.897 0.3863
O -4.730 -5.537 -4.361 -0.5553
C -3.702 -5.321 -5.286 -0.4000
N -2.437 -4.993 -4.668 -0.2169
C -2.335 -3.758 -4.058 0.1983
O -3.218 -2.928 -4.203 -0.6747
C -1.125 -3.520 -3.250 -0.1230
C 0.093 -4.195 -3.384 -0.3555
C 1.138 -3.837 -2.550 -1.1317
C 0.962 -2.815 -1.628 -0.4100
N -0.191 -2.173 -1.511 0.4392
C -1.194 -2.518 -2.283 -0.3856
H -4.883 -4.699 -3.902 0.3632
H -3.953 -4.492 -5.964 0.3091
H -3.592 -6.246 -5.854 0.3379
H -1.905 -5.751 -4.270 0.2726
H 0.225 -4.958 -4.138 0.5270
H 2.094 -4.331 -2.633 0.4557
H 1.745 -2.484 -0.966 0.4891
H -2.118 -1.987 -2.140 0.6839
C -2.344 0.415 -1.370 -2.0103
H -2.540 1.484 -1.297 0.3043
H -3.205 -0.100 -0.948 0.6021
H -2.299 0.172 -2.431 0.5492
O 0.126 1.344 -2.934 -0.4018
C 0.201 2.561 -2.448 -0.0870
O 0.272 2.817 -1.279 -0.4773
C 0.146 3.675 -3.508 0.4990
N 0.274 3.112 -4.844 -0.3519
C -0.505 3.940 -5.745 -0.7265
C -1.765 4.226 -4.930 -0.6177
C -1.239 4.365 -3.496 -0.6118
H 0.924 4.417 -3.272 0.2624
H 0.085 1.379 -3.910 0.4308
H 1.240 3.013 -5.135 0.1978
H -0.705 3.398 -6.672 0.3515
H 0.001 4.889 -5.996 0.2930
H -2.462 3.393 -5.010 0.2950
H -2.265 5.134 -5.265 0.3343
H -1.902 3.896 -2.772 0.1931
H -1.133 5.414 -3.223 0.3596
```

=====

Entry 2:
12 unconnected molecules or ions with the total composition C38H42B3F13O37. Source: OMol25; level of theory: ωB97M-V/def2-TZVPD.

Properties
- E_LUMO: -0.05 eV
- HOMO level: -11.18 eV
- Structure (SMILES): O=C(F)CB1OBOB(CCCF)O1.O=C1OC[C@@H](F)O1.O=C1OC[C@@H](F)O1.O=C1OC[C@@H](F)O1.O=C1OC[C@@H](F)O1.O=C1OC[C@@H](F)O1.O=C1OC[C@@H](F)O1.O=C1OC[C@@H](F)O1.O=C1OC[C@@H](F)O1.O=C1OC[C@@H](F)O1.O=C1OC[C@@H](F)O1.O=C1OC[C@@H](F)O1

XYZ file:
```
133
Properties=species:S:1:pos:R:3:mulliken_charge:R:1
O -1.702 -0.752 -1.440 -0.4584
C -2.404 -0.965 -2.438 0.5059
F -2.319 -0.013 -3.514 -0.2098
C -3.356 -2.245 -2.648 -0.3860
B -3.984 -2.836 -1.272 0.2272
O -3.939 -2.226 0.030 -0.2323
B -3.562 -3.213 1.048 0.7037
O -3.998 -4.613 0.986 -0.3141
B -3.805 -4.949 -0.425 0.1339
C -2.757 -6.051 -0.977 -0.4705
C -1.425 -5.288 -1.545 0.0254
C -0.079 -6.099 -1.164 -0.2879
F 0.971 -5.122 -0.951 -0.3144
O -4.625 -4.151 -1.350 -0.3597
H -2.720 -3.098 -3.105 0.1939
H -4.128 -1.975 -3.446 0.3644
H -2.866 -2.950 1.971 -0.1855
H -2.452 -6.824 -0.176 0.2631
H -3.203 -6.607 -1.883 0.2561
H -1.539 -5.130 -2.685 0.4095
H -1.315 -4.225 -1.105 -0.1208
H 0.227 -6.750 -2.067 0.2885
H -0.275 -6.740 -0.224 0.1047
O -4.414 4.567 -7.489 -0.5207
C -3.852 4.013 -6.591 0.5517
O -3.450 2.711 -6.627 -0.3509
C -2.713 2.481 -5.433 0.2009
C -3.239 3.540 -4.522 0.2822
F -2.282 3.952 -3.657 -0.1546
O -3.541 4.603 -5.401 -0.3154
H -1.645 2.594 -5.639 0.1034
H -2.892 1.476 -5.051 0.0713
H -4.139 3.253 -3.970 0.1853
O -4.946 -3.147 6.048 -0.5611
C -5.247 -2.315 5.238 0.5760
O -4.523 -2.045 4.116 -0.1604
C -5.275 -1.103 3.363 -0.5775
C -6.131 -0.470 4.409 0.7990
F -7.330 -0.092 3.893 -0.3358
O -6.349 -1.521 5.331 -0.3488
H -5.858 -1.629 2.601 0.3658
H -4.621 -0.384 2.868 0.4116
H -5.665 0.375 4.920 -0.1361
O 0.751 4.214 -5.034 -0.5598
C 1.015 3.378 -4.213 0.7711
O 0.580 2.087 -4.268 -0.3198
C 1.216 1.399 -3.197 0.1811
C 1.540 2.508 -2.250 0.3477
F 2.675 2.243 -1.561 -0.2473
O 1.782 3.605 -3.110 -0.3532
H 2.108 0.890 -3.573 -0.0860
H 0.548 0.657 -2.756 0.0419
H 0.733 2.757 -1.554 0.2450
O -2.035 8.361 -0.220 -0.5458
C -1.404 7.980 -1.164 0.5779
O -1.419 6.699 -1.625 -0.2138
C -0.654 6.688 -2.822 0.0613
C 0.229 7.882 -2.648 0.3930
F 0.513 8.455 -3.841 -0.2895
O -0.577 8.772 -1.901 -0.3211
H -1.324 6.779 -3.681 0.2146
H -0.087 5.761 -2.917 -0.2411
H 1.156 7.681 -2.104 0.2838
O -3.951 0.939 5.099 -0.6008
C -3.838 1.698 6.022 0.5408
O -3.689 3.042 5.884 -0.1990
C -3.725 3.594 7.193 -0.4500
C -3.320 2.430 8.039 0.3280
F -3.916 2.479 9.253 -0.2878
O -3.835 1.320 7.329 -0.2701
H -4.738 3.944 7.412 0.2846
H -3.037 4.435 7.284 0.2724
H -2.239 2.317 8.162 0.3214
O 3.684 -0.787 -4.052 -0.6053
C 4.631 -0.287 -3.513 0.6631
O 5.510 0.549 -4.135 -0.2847
C 6.398 1.024 -3.131 -0.1124
C 6.300 -0.040 -2.087 0.7662
F 6.469 0.478 -0.848 -0.3058
O 4.964 -0.490 -2.209 -0.2755
H 6.053 1.999 -2.774 0.2673
H 7.411 1.133 -3.521 -0.0145
H 6.985 -0.879 -2.235 -0.0896
O -2.032 6.541 5.546 -0.5420
C -2.612 6.542 4.497 0.6374
O -3.157 7.652 3.926 -0.3026
C -3.628 7.258 2.643 -0.2534
C -3.821 5.787 2.812 0.3503
F -3.593 5.130 1.650 -0.2543
O -2.812 5.430 3.734 -0.2600
H -2.874 7.500 1.889 0.1910
H -4.555 7.773 2.390 0.2862
H -4.800 5.504 3.211 0.1826
O 9.127 -1.969 -2.247 -0.5088
C 8.858 -3.066 -2.645 0.6509
O 8.016 -3.315 -3.688 -0.2731
C 8.067 -4.714 -3.927 -0.4257
C 8.519 -5.248 -2.605 0.3107
F 9.268 -6.365 -2.762 -0.2880
O 9.348 -4.217 -2.107 -0.3068
H 8.780 -4.919 -4.731 0.2916
H 7.089 -5.099 -4.220 0.2605
H 7.709 -5.442 -1.897 0.2873
O 9.386 1.961 -4.618 -0.5385
C 8.804 1.951 -5.668 0.6664
O 8.256 3.056 -6.247 -0.3152
C 7.784 2.653 -7.526 -0.4759
C 7.593 1.181 -7.346 0.4465
F 7.821 0.515 -8.504 -0.2982
O 8.604 0.834 -6.421 -0.2561
H 8.537 2.891 -8.282 0.2932
H 6.856 3.166 -7.781 0.2847
H 6.615 0.900 -6.944 0.1955
O -1.097 -4.633 1.435 -0.4651
C -0.555 -5.195 2.340 0.5051
O -0.153 -6.498 2.307 -0.2918
C 0.555 -6.735 3.518 -0.4054
C 0.003 -5.677 4.418 0.3290
F 0.935 -5.264 5.309 -0.3305
O -0.276 -4.611 3.535 -0.2966
H 1.628 -6.621 3.341 0.2868
H 0.367 -7.742 3.892 0.2681
H -0.910 -5.966 4.944 0.2843
O -0.479 -3.617 10.756 -0.5260
C -1.030 -3.626 9.695 0.5871
O -1.563 -2.521 9.100 -0.3192
C -2.000 -2.924 7.809 -0.0911
C -2.195 -4.395 7.983 0.3428
F -1.936 -5.060 6.830 -0.1611
O -1.210 -4.743 8.935 -0.3190
H -1.227 -2.685 7.073 0.2313
H -2.921 -2.412 7.528 0.0465
H -3.184 -4.676 8.358 0.1774
```

=====

Entry 3:
A molecular structure, C38H42BrN7O12P. Source: OMol25; level of theory: ωB97M-V/def2-TZVPD.

Properties
- E_LUMO: 0.34 eV
- Net charge: -1
- HOMO level: -3.46 eV

XYZ file:
```
101
Properties=species:S:1:pos:R:3:mulliken_charge:R:1
C -3.845 1.834 -0.470 -0.7670
C -2.960 0.618 0.001 0.0899
C -1.536 0.523 -0.670 -0.5220
C -1.027 1.892 -1.290 -0.1440
N 0.415 1.736 -1.505 -0.1320
C 0.991 2.768 -2.386 0.1532
C 0.962 2.141 -3.853 0.2430
O -0.111 2.037 -4.477 -0.7021
O 2.049 1.696 -4.378 -0.8183
N 0.211 4.035 -2.435 -0.2188
Br 0.907 5.095 -3.872 0.0390
P 0.446 5.054 -1.016 0.1805
C -1.246 5.721 -0.584 -0.9928
C 1.214 4.129 0.417 -0.9437
H -3.400 2.771 -0.076 0.1160
H -3.859 1.836 -1.590 0.3703
H -4.878 1.650 -0.106 0.0571
H -3.551 -0.315 -0.189 0.3425
H -2.829 0.719 1.107 0.0556
H -1.480 -0.220 -1.503 0.2468
H -0.812 0.284 0.151 0.0448
H -1.287 2.768 -0.626 -0.3584
H -1.585 2.065 -2.239 0.3607
H 0.927 1.649 -0.632 0.3618
H 2.075 2.895 -2.143 0.3129
H -1.843 5.748 -1.534 0.2692
H -1.162 6.789 -0.264 0.3750
H -1.841 5.109 0.138 0.2674
H 2.051 3.456 0.110 0.2914
H 0.440 3.447 0.881 0.1612
H 1.546 4.796 1.249 0.3928
C 5.277 10.524 -5.524 -0.4006
C 5.378 9.142 -5.623 -0.4857
C 4.363 8.333 -5.131 -0.2650
C 3.252 8.921 -4.545 0.0178
C 3.145 10.299 -4.434 -0.3461
C 4.164 11.102 -4.926 -0.3858
N 2.166 8.067 -4.046 1.0927
O 2.307 6.858 -4.145 -0.6516
O 1.192 8.614 -3.568 -0.6041
H 6.069 11.153 -5.914 0.3612
H 6.248 8.694 -6.088 0.3637
H 4.449 7.257 -5.212 0.4543
H 2.280 10.758 -3.973 0.4329
H 4.090 12.180 -4.847 0.3581
C -4.204 -3.936 3.522 -0.4165
C -3.679 -4.701 2.489 -0.4616
C -2.572 -4.250 1.784 -0.2141
C -1.997 -3.037 2.126 -0.2250
C -2.517 -2.261 3.151 -0.1522
C -3.627 -2.716 3.850 -0.6945
N -0.809 -2.571 1.400 1.2205
O -0.390 -3.268 0.494 -0.6149
O -0.310 -1.518 1.750 -0.6354
H -5.065 -4.293 4.075 0.4110
H -4.131 -5.652 2.234 0.3874
H -2.172 -4.855 0.981 0.4976
H -2.072 -1.311 3.416 0.4597
H -4.040 -2.120 4.655 0.4272
C -10.566 2.193 0.971 -0.3934
C -10.270 2.830 2.169 -0.3947
C -8.980 2.787 2.679 -0.4515
C -7.996 2.108 1.976 0.0878
C -8.282 1.463 0.782 -0.1267
C -9.575 1.507 0.280 -0.5293
N -6.625 2.081 2.498 1.0126
O -6.410 2.642 3.559 -0.6173
O -5.783 1.503 1.838 -0.6054
H -11.573 2.232 0.572 0.3658
H -11.046 3.362 2.706 0.3622
H -8.758 3.285 3.613 0.4292
H -7.515 0.929 0.236 0.4301
H -9.809 1.009 -0.653 0.3711
C 3.259 -6.135 2.230 0.0598
C 2.408 -5.064 2.472 -0.7124
C 1.223 -5.264 3.164 -0.2062
C 0.904 -6.538 3.610 -0.2046
C 1.744 -7.616 3.367 -0.5027
C 2.927 -7.410 2.672 -0.2990
N -0.340 -6.742 4.361 1.0346
O -1.054 -5.772 4.533 -0.5902
O -0.585 -7.865 4.768 -0.6302
H 4.187 -5.975 1.694 0.1337
H 2.670 -4.072 2.124 0.4209
H 0.566 -4.424 3.348 0.5676
H 1.493 -8.611 3.710 0.4525
H 3.590 -8.238 2.478 0.4777
C 9.142 -6.734 -0.708 -0.4956
C 9.267 -8.108 -0.867 -0.4201
C 8.249 -8.951 -0.446 -0.4325
C 7.110 -8.405 0.129 -0.1270
C 6.980 -7.034 0.299 0.1009
C 8.003 -6.198 -0.122 -0.4001
N 6.021 -9.292 0.552 0.9479
O 6.176 -10.489 0.405 -0.5989
O 5.019 -8.779 1.024 -0.6060
H 9.937 -6.077 -1.043 0.3723
H 10.157 -8.523 -1.323 0.3714
H 8.354 -10.020 -0.574 0.4337
H 6.095 -6.608 0.750 0.4594
H 7.910 -5.126 0.002 0.3898
```

=====

Entry 4:
A molecular structure, C38H42Cl2N4O3RuS2. Source: OMol25; level of theory: ωB97M-V/def2-TZVPD.

Properties
- E_LUMO (alpha / beta): -5.79 / -8.52 eV
- Energy relative to the best compared isomer or geometry (same formula, charge and spin): 34.9 kcal per mole
- Net charge: +2
- ⟨S²⟩: 6.07
- 2S+1: 5
- HOMO level (alpha / beta): -12.65 / -12.81 eV

XYZ file:
```
92
Properties=species:S:1:pos:R:3:mulliken_charge:R:1
Ru 2.035 0.354 1.409 0.0049
S 2.226 -0.845 -0.658 -0.2423
C 0.732 -0.735 -1.476 0.2845
N 0.352 -1.651 -2.319 0.3441
C -0.966 -1.546 -2.970 -0.8843
C -1.249 -0.109 -3.293 -0.6633
N -1.143 0.682 -2.057 0.1865
C -2.087 1.810 -1.915 -1.2610
C -1.924 2.789 -3.052 0.5366
C -2.922 2.938 -4.007 -0.2785
C -2.757 3.836 -5.054 -0.6846
C -1.589 4.578 -5.153 -0.4473
C -0.587 4.431 -4.200 -0.7194
C -0.755 3.540 -3.152 -0.1914
C -0.161 0.449 -1.225 0.5474
S 0.134 1.423 0.114 -0.1752
C 1.168 -2.820 -2.712 -1.4687
C 1.625 -2.675 -4.148 0.6902
C 2.470 -1.624 -4.503 -0.1269
C 2.897 -1.488 -5.814 -0.7908
C 2.485 -2.403 -6.778 -0.4340
C 1.643 -3.448 -6.428 -0.6194
C 1.208 -3.582 -5.115 -0.3018
H -1.719 -1.951 -2.291 0.2402
H -0.949 -2.138 -3.880 0.4990
H -2.251 0.005 -3.697 0.5755
H -0.540 0.268 -4.033 0.2915
H -1.915 2.285 -0.955 0.4811
H -3.093 1.387 -1.915 0.4308
H -3.842 2.365 -3.928 0.3828
H -3.543 3.958 -5.789 0.4041
H -1.462 5.278 -5.970 0.3993
H 0.318 5.021 -4.270 0.4230
H 0.023 3.435 -2.399 0.4378
H 0.546 -3.709 -2.599 0.4011
H 2.013 -2.903 -2.040 0.5919
H 2.804 -0.916 -3.748 0.4110
H 3.562 -0.677 -6.085 0.4216
H 2.825 -2.301 -7.801 0.4020
H 1.327 -4.166 -7.175 0.3969
H 0.552 -4.404 -4.843 0.3825
C 5.703 -1.833 2.356 -1.5958
C 4.777 -0.640 2.091 1.2987
C 5.227 0.071 0.806 -1.4123
C 3.337 -1.166 2.062 -1.4363
H 6.725 -1.477 2.493 0.4264
H 5.692 -2.531 1.515 0.3520
H 5.409 -2.374 3.258 0.4017
H 4.880 0.056 2.919 -0.0057
H 5.245 -0.623 -0.037 0.3299
H 6.232 0.474 0.934 0.4212
H 4.600 0.926 0.542 0.2513
H 2.943 -1.403 3.049 0.4693
H 3.240 -2.030 1.409 0.7269
C 3.032 4.121 3.085 -1.3337
C 2.992 2.698 3.541 0.9045
N 2.876 2.462 4.842 -0.3396
O 3.116 1.754 2.731 -0.4402
H 2.607 4.804 3.819 0.4545
H 2.496 4.207 2.143 0.2349
H 4.074 4.396 2.909 0.3575
H 2.849 3.212 5.509 0.2085
H 2.900 1.517 5.187 0.2247
Cl -2.372 -1.943 1.013 0.2223
C -3.290 -2.831 2.194 0.5466
C -3.728 -4.097 1.849 -0.8132
C -4.336 -4.906 2.792 -0.4881
C -4.481 -4.455 4.093 -0.5787
C -4.055 -3.187 4.428 0.4476
Cl -4.253 -2.632 6.055 -0.1732
C -3.476 -2.315 3.489 -0.4385
N -3.051 -1.064 3.917 0.1029
C -3.247 0.173 3.282 0.1433
C -4.383 0.388 2.493 -0.1220
C -4.631 1.630 1.947 -0.8016
C -3.756 2.685 2.194 -0.6717
C -2.634 2.476 2.978 -0.2769
C -2.353 1.226 3.521 0.2946
C -1.049 0.984 4.251 -1.1972
C 0.072 0.969 3.215 1.3617
O 0.603 -0.173 2.930 -0.8152
O 0.405 2.011 2.626 -0.5057
H -3.563 -4.456 0.841 0.4708
H -4.680 -5.893 2.514 0.4203
H -4.933 -5.082 4.850 0.4476
H -2.861 -1.023 4.903 0.4901
H -5.089 -0.425 2.356 0.5659
H -5.529 1.791 1.362 0.4763
H -3.959 3.669 1.787 0.4845
H -1.945 3.293 3.157 0.3860
H -1.036 0.032 4.769 0.2014
H -0.833 1.790 4.953 0.4444
```

=====

no.,F_max (eV/A)
1,1.943
2,5.161
3,3.621
4,1.211